Record 1
Computed, not measured: a structure of composition C51H54CdN9O4P2 at a distorted geometry, with wB97M-V/def2-TZVPD.

Element x y z (Å)
Cd  -0.54489  -0.03602  0.30765
C  1.70572  5.64900  -2.62686
C  0.77593  4.57449  -2.12639
C  -0.20621  4.83311  -1.17753
C  -1.05420  3.82915  -0.74386
C  -0.98143  2.51534  -1.22392
N  -1.69188  1.47024  -0.63107
C  -3.03666  1.64127  -0.31809
C  -3.83025  2.48610  -1.12021
C  -5.15805  2.74687  -0.86712
C  -5.82094  2.14299  0.19880
C  -7.28270  2.39246  0.46964
C  -5.08834  1.24676  0.94925
C  -3.73641  0.98505  0.71776
N  -3.15449  -0.00853  1.58661
C  -3.48874  -0.24244  2.87192
C  -2.93018  -1.43961  3.24942
C  -2.24544  -1.87845  2.11698
N  -2.38720  -1.02497  1.10726
C  -0.06493  2.29189  -2.26536
C  0.80631  3.29876  -2.67396
N  -0.09299  1.08427  -3.03393
C  0.88264  0.65541  -3.88430
C  0.31833  -0.24122  -4.74081
C  -1.03598  -0.29522  -4.34158
N  -1.28527  0.50510  -3.32705
H  1.60900  6.56106  -2.03810
H  1.48070  5.91292  -3.66328
H  2.74960  5.32812  -2.60276
H  -0.31728  5.83468  -0.77522
H  -1.79201  4.05317  0.01831
H  -3.36226  2.93784  -1.98500
H  -5.69928  3.41685  -1.52657
H  -7.54684  3.43075  0.26795
H  -7.53683  2.17165  1.50640
H  -7.91155  1.76497  -0.16634
H  -5.58542  0.69735  1.74058
H  -4.08109  0.46185  3.43049
H  -2.98661  -1.91230  4.21431
H  -1.64417  -2.76589  1.98375
H  1.47434  3.10972  -3.50549
H  1.90288  0.98974  -3.80446
H  0.80993  -0.79035  -5.52610
H  -1.84098  -0.87703  -4.76624
O  1.11908  -1.34353  0.75622
P  2.41213  -2.06936  0.61177
C  2.25891  -3.55257  -0.41453
P  0.73144  -3.34536  -1.39082
O  0.57970  -1.94968  -1.88450
C  -0.63929  -3.87746  -0.35753
C  -1.87323  -3.29329  -0.63880
C  -3.00926  -3.72021  0.03240
C  -2.91951  -4.73527  0.97359
C  -1.69129  -5.32236  1.25570
C  -0.55108  -4.89569  0.59195
C  0.85265  -4.56795  -2.70526
C  1.49244  -5.79482  -2.53540
C  1.52210  -6.71093  -3.57584
C  0.91437  -6.40526  -4.78653
C  0.27646  -5.18445  -4.95882
C  0.24162  -4.26723  -3.91947
C  3.63036  -1.01935  -0.20858
C  3.13797  -0.01175  -1.03954
C  4.01993  0.78342  -1.75944
C  5.39100  0.57913  -1.64888
C  5.88345  -0.40984  -0.80554
C  5.00582  -1.20932  -0.08569
C  3.02201  -2.57295  2.21350
C  2.47433  -1.91678  3.31612
C  2.93734  -2.21967  4.58934
C  3.93630  -3.16856  4.75706
C  4.47038  -3.83478  3.65844
C  4.01305  -3.54157  2.38363
H  2.24787  -4.43708  0.22283
H  3.09044  -3.62943  -1.11690
H  -1.93346  -2.49664  -1.37325
H  -3.96381  -3.25387  -0.17466
H  -3.80688  -5.06682  1.49738
H  -1.62304  -6.11573  1.98905
H  0.39961  -5.36404  0.81985
H  1.96949  -6.04516  -1.59447
H  2.02076  -7.66240  -3.44235
H  0.94235  -7.12053  -5.59824
H  -0.19461  -4.94806  -5.90409
H  -0.24461  -3.30554  -4.04114
H  2.06862  0.12648  -1.13239
H  3.63494  1.55289  -2.42150
H  6.07813  1.18861  -2.22343
H  6.95128  -0.55934  -0.71139
H  5.39586  -1.96619  0.58477
H  1.67794  -1.19522  3.17718
H  2.50688  -1.70915  5.44137
H  4.29990  -3.39961  5.75059
H  5.23897  -4.58375  3.79861
H  4.42079  -4.07446  1.53061
N  0.78446  2.15421  0.98428
C  1.25218  2.19855  2.38389
C  1.13230  3.56015  3.08633
C  2.26252  3.85773  4.06653
C  3.66368  3.82371  3.46276
N  3.74378  4.55368  2.18478
C  3.80169  4.04224  0.96719
N  4.08234  2.75637  0.76031
N  3.64151  4.84564  -0.09842
C  0.57901  1.09991  3.22556
O  0.84170  1.09007  4.43855
O  -0.08482  0.27816  2.56008
H  1.24568  2.85482  0.40995
H  -0.20635  2.38199  0.94167
H  2.29991  1.87994  2.38580
H  0.20297  3.58536  3.65630
H  1.06114  4.34676  2.32671
H  2.22493  3.11204  4.86240
H  2.10140  4.83787  4.52505
H  4.01567  2.80424  3.31929
H  4.36776  4.29987  4.14278
H  3.50365  5.53192  2.24309
H  4.04348  2.09826  1.52009
H  4.00267  2.36436  -0.16540
H  3.43942  5.82360  0.01054
H  3.60031  4.46918  -1.02663

The net charge is +1. For the HOMO energy, the calculation gives -8.65 eV. Its spin multiplicity is 1. The value obtained for the energy above the lowest of the compared OMol25 structures with the same formula, charge and spin is 52.2 kcal/mol. The largest force on an atom is 0.0228 hartree/bohr.


Record 2
Computed, not measured: a structure of composition C51H55AsBr4N6O5Ti at a distorted geometry, with wB97M-V/def2-TZVPD.

Element x y z (Å)
Ti  0.14658  0.18215  -0.01761
C  3.63242  1.64172  4.00339
C  2.46386  2.54182  3.58956
C  2.84616  4.01519  3.70872
C  1.23643  2.19327  4.40015
C  0.91314  2.94288  5.52334
C  -0.16458  2.60936  6.32503
C  -0.92291  1.50280  5.99875
C  -0.63534  0.72289  4.88324
C  -1.49902  -0.49086  4.62008
C  -2.98865  -0.14129  4.63316
C  -1.20814  -1.59562  5.63810
C  0.45342  1.06962  4.06030
N  0.77809  0.31809  2.90483
C  1.34723  -0.83195  3.13239
O  1.59944  -1.41524  4.21127
C  1.88744  -1.51676  1.88135
C  2.60040  -2.69034  2.06329
C  3.23693  -3.27945  0.98524
C  3.19567  -2.65071  -0.24417
C  2.46755  -1.48009  -0.36595
N  1.79196  -0.93669  0.66306
C  2.56526  -0.66888  -1.64109
O  3.46874  -0.96512  -2.43362
N  1.72703  0.35293  -1.64902
C  2.10282  1.46622  -2.46108
C  1.48268  1.74123  -3.69432
C  1.80396  2.91808  -4.36330
C  2.75442  3.79082  -3.86456
C  3.43404  3.46103  -2.70866
C  3.12948  2.30565  -1.99812
C  3.96770  1.95353  -0.78929
C  5.32266  1.39451  -1.23626
C  4.16704  3.12950  0.15355
C  0.60149  0.71377  -4.37141
C  1.50865  -0.35438  -4.99484
C  -0.28857  1.32026  -5.45531
H  4.49547  1.79203  3.34953
H  3.93786  1.87267  5.02925
H  3.34742  0.59011  3.97189
H  2.23387  2.32124  2.54152
H  3.14911  4.27072  4.72846
H  3.68780  4.24638  3.05910
H  2.01315  4.66367  3.42701
H  1.51235  3.80824  5.78087
H  -0.40959  3.21013  7.19388
H  -1.76641  1.23283  6.62449
H  -1.24221  -0.86323  3.62843
H  -3.30094  0.22260  5.61672
H  -3.22660  0.61361  3.88751
H  -3.58063  -1.03349  4.41331
H  -1.46148  -1.25723  6.64834
H  -1.81569  -2.47834  5.41646
H  -0.15437  -1.87331  5.60709
H  2.62887  -3.07883  3.07069
H  3.78832  -4.20444  1.11219
H  3.72080  -2.99766  -1.12219
H  1.30188  3.15939  -5.29235
H  2.97388  4.71548  -4.38586
H  4.20674  4.12334  -2.33575
H  3.44156  1.17969  -0.22903
H  5.87662  2.15893  -1.79070
H  5.92172  1.10928  -0.36646
H  5.19428  0.52306  -1.87732
H  4.73085  3.93945  -0.31867
H  3.20873  3.52524  0.48146
H  4.73132  2.80523  1.02981
H  -0.01170  0.23802  -3.60154
H  2.18357  0.11822  -5.71628
H  2.11524  -0.85375  -4.24106
H  0.92011  -1.10057  -5.53635
H  0.30507  1.62684  -6.32245
H  -1.01175  0.58715  -5.81416
H  -0.84012  2.18894  -5.09729
C  -2.86844  4.79675  1.89138
C  -1.56395  4.42471  2.18896
C  -1.11642  3.13957  1.93289
C  -1.97427  2.18748  1.37920
C  -3.29295  2.56150  1.09266
C  -3.72650  3.85335  1.33916
N  -1.52932  0.87458  1.15112
N  -2.53428  0.00490  1.42370
C  -2.17246  -1.22293  1.28905
C  -3.02632  -2.28592  1.76540
C  -2.60654  -3.56540  1.72951
C  -1.30969  -3.85168  1.17494
C  -0.55858  -2.82705  0.70014
N  -0.93416  -1.51210  0.72878
H  -3.21056  5.80666  2.08411
H  -0.87797  5.14224  2.62397
H  -0.10298  2.86030  2.15630
H  -3.95925  1.82454  0.66462
H  -4.74612  4.12739  1.08968
H  -3.98340  -1.99709  2.17794
H  -3.22805  -4.36255  2.12104
H  -0.91845  -4.85999  1.13808
H  0.40025  -3.02227  0.23950
Br  -1.05885  6.50064  -2.62859
C  -1.18853  4.65482  -2.23193
C  -2.14588  3.87060  -2.84480
Br  -3.35997  4.61453  -4.09237
C  -2.20065  2.50124  -2.55897
Br  -3.54211  1.37925  -3.28968
C  -1.29373  1.89693  -1.69872
O  -1.27290  0.61491  -1.44473
C  -0.33820  2.72134  -1.03330
O  0.45787  2.12462  -0.16391
C  -0.30280  4.07703  -1.31002
Br  0.97848  5.11715  -0.39213
C  -1.20342  -4.41557  -2.54963
As  -1.32697  -2.48689  -2.52012
C  -1.58676  -2.04075  -4.37196
C  -3.01880  -2.10334  -1.70760
O  0.06489  -1.85494  -1.89078
H  -1.99522  -4.83999  -3.16763
H  -1.28888  -4.77874  -1.52761
H  -0.22760  -4.68434  -2.95313
H  -2.38696  -2.66943  -4.76586
H  -0.66492  -2.21514  -4.92152
H  -1.86884  -0.99453  -4.44220
H  -3.77976  -2.25556  -2.47541
H  -3.02293  -1.06954  -1.37346
H  -3.18258  -2.77850  -0.87202

The net charge is -2. For the HOMO energy, the calculation gives -1.19 eV. Its spin multiplicity is 1. The value obtained for the energy above the lowest of the compared OMol25 structures with the same formula, charge and spin is 0.0 kcal/mol. The largest force on an atom is 0.0490 hartree/bohr.


Number 1: LUMO level -2.15 eV. Number 2: LUMO level 3.81 eV.